[1]
The following is a DFT calculation (ωB97M-V/def2-TZVPD) of a molecular structure, C44H28N4Se2TaTe2.

Each line ends with the Mulliken charge.
Positions of all 81 atoms, in Å:
Ta -0.47641 -0.02845 -0.89936  0.495
C 5.61405 -4.70214 -2.01836  -0.389
C 5.76987 -3.91747 -0.87436  -0.993
C 4.80673 -2.93476 -0.56621  0.242
C 3.71060 -2.86039 -1.37444  -1.214
C 3.53003 -3.72093 -2.48273  0.241
C 4.46835 -4.64613 -2.76111  -0.809
C 2.50732 -1.93832 -1.09766  1.764
C 1.53785 -2.56492 -0.31549  0.725
C 1.62635 -3.88666 0.25504  -1.399
C 0.43343 -4.11806 0.85676  -1.400
C -0.34611 -2.84299 0.74922  0.390
C -1.69470 -2.68987 1.27185  1.490
C -2.39465 -4.03617 1.67393  -0.832
C -2.68463 -4.43335 3.01730  -0.062
C -3.29269 -5.63247 3.29236  -0.654
C -3.54220 -6.53117 2.23112  -0.516
C -3.20619 -6.14618 0.91720  -0.841
C -2.61817 -4.95010 0.65650  0.186
C -2.30633 -1.43566 1.49499  0.081
N -1.79707 -0.28108 0.87483  0.130
C -2.66969 0.73840 1.34283  0.827
C -2.37077 2.05375 1.17747  1.269
C -3.31185 2.98593 1.90068  -1.215
C -4.47061 3.22551 1.21609  0.108
C -5.53254 3.94492 1.81186  -0.801
C -5.26522 4.65910 2.99288  -0.487
C -3.99186 4.56100 3.56015  -0.681
C -2.98500 3.71666 3.04963  -0.203
C -1.18167 2.54666 0.59735  1.323
C -0.99117 3.98116 0.51835  -1.974
C 0.21222 4.15945 -0.10062  -0.756
C 0.71783 2.91913 -0.51787  0.757
N -0.17289 1.92057 -0.00704  -0.039
C 1.80690 2.71630 -1.34854  1.657
C 2.29115 1.47880 -1.61742  0.560
C 3.51813 1.23940 -2.31178  -1.792
C 3.72163 -0.10496 -2.19387  -1.391
C 2.61520 -0.63685 -1.56221  0.451
N 1.70887 0.31338 -1.25899  0.059
C 2.45223 4.00960 -1.79383  -1.335
C 3.24212 4.74104 -0.95141  -0.224
C 3.65631 6.00137 -1.35438  -0.960
C 3.19144 6.48326 -2.54999  -0.386
C 2.35248 5.72759 -3.40611  -1.012
C 2.04170 4.41566 -3.02080  0.086
C -3.64592 0.18716 2.23086  -1.295
C -3.44590 -1.18003 2.33662  -1.636
N 0.32550 -1.87981 0.01205  0.300
H 6.45441 -5.31171 -2.31106  0.399
H 6.63118 -3.98992 -0.26612  0.463
H 4.79906 -2.18725 0.16510  0.581
H 2.56629 -3.62123 -3.02363  0.326
H 4.40164 -5.28106 -3.64050  0.379
H 2.51978 -4.53444 0.20758  0.407
H 0.03901 -4.95380 1.45369  0.541
H -2.43923 -3.78692 3.86009  0.504
H -3.43691 -5.93086 4.37475  0.317
H -4.11053 -7.38428 2.47026  0.436
H -3.33753 -6.92088 0.14009  0.358
H -2.14359 -4.81455 -0.35444  0.274
H -4.61891 2.68635 0.27010  0.206
H -6.48173 4.00963 1.32515  0.441
H -6.07488 5.10877 3.52125  0.424
H -3.82674 5.11098 4.48111  0.392
H -2.03585 3.55144 3.59976  0.454
H -1.54689 4.59814 1.25946  0.414
H 0.73822 5.05728 -0.16704  0.678
H 4.01828 2.09982 -2.58556  0.871
H 4.57435 -0.73272 -2.44935  0.577
H 3.66124 4.44646 -0.03813  0.565
H 4.36958 6.47003 -0.77477  0.501
H 3.26189 7.52595 -2.84885  0.363
H 1.97232 6.29889 -4.19481  0.456
H 1.34788 3.90017 -3.65267  0.411
H -4.39651 0.77645 2.76091  0.483
H -3.96928 -1.87023 2.94746  0.707
Se -0.84401 1.42122 -3.06421  -0.018
Te -3.03713 1.02328 -2.17265  0.086
Te -2.32259 -1.80323 -1.85305  0.250
Se -0.19686 -1.58863 -3.09319  -0.092

Calculated total energy: -7308.3382 Ha
HOMO: -10.1 eV
Total charge: +1



[2]
The following is a DFT calculation (ωB97M-V/def2-TZVPD) of a single C24H30FN3O4S molecule.

Each line ends with the Mulliken charge.
Positions of all 63 atoms, in Å:
O -4.15652 -1.28134 -1.80355  -0.689
C -4.07967 -1.31649 -0.58892  0.987
N -4.38280 -0.25624 0.18066  0.186
C -4.28355 -0.16377 1.61653  -0.770
H -5.27505 0.08729 2.01243  0.348
C -3.26925 0.94087 1.99960  -0.913
N -3.20661 1.99652 1.00872  0.044
C -2.08376 2.15249 0.18693  -0.328
C -1.89933 3.39222 -0.43598  -0.324
C -0.80026 3.63788 -1.23177  -0.968
C 0.13280 2.63239 -1.41027  0.069
C -0.01554 1.39662 -0.81362  -0.244
C -1.12044 1.16450 -0.01501  1.066
H -1.22372 0.18865 0.43109  -0.162
H 0.72195 0.62705 -0.98023  0.377
F 1.21950 2.86753 -2.18264  -0.378
H -0.65780 4.59644 -1.70515  0.440
H -2.61929 4.17973 -0.27643  0.497
C -4.49678 2.18621 0.38254  -0.998
H -4.48957 3.07320 -0.24846  0.419
C -4.84659 0.95929 -0.47443  -0.830
H -5.92813 0.89857 -0.64449  0.423
H -4.35073 1.01355 -1.44704  0.460
H -5.23776 2.33577 1.17272  0.388
H -2.27739 0.51965 2.15305  0.486
H -3.58888 1.39121 2.94891  0.313
H -3.97243 -1.11276 2.04461  0.475
C -3.70044 -2.62742 0.11911  -1.084
H -4.55879 -2.96973 0.70677  0.453
O -2.62940 -2.54868 1.03726  -0.455
C -1.36028 -2.41039 0.56318  0.549
C -1.02656 -2.24005 -0.77899  -0.182
C 0.30385 -2.09004 -1.13181  -1.262
C 1.28663 -2.10264 -0.16273  0.123
C 0.96541 -2.27910 1.16998  -0.175
C -0.35556 -2.43480 1.53525  -0.669
H -0.63992 -2.57806 2.56589  0.486
H 1.75628 -2.30310 1.90182  0.529
S 2.97839 -1.83613 -0.66929  1.406
O 3.19377 -2.51791 -1.91272  -0.785
O 3.85083 -2.12454 0.43470  -0.660
N 2.93226 -0.20408 -1.04070  -0.199
H 3.21020 -0.08679 -2.00352  0.342
C 3.50804 0.80696 -0.16394  -0.353
C 2.92846 0.67792 1.24202  0.088
C 3.46834 1.79491 2.13137  -1.056
C 4.99163 1.73539 2.19055  -0.626
C 5.58215 1.84327 0.78826  -0.775
C 5.03544 0.73503 -0.10704  -0.838
H 5.44428 0.83024 -1.11620  0.341
H 5.32036 -0.24208 0.28562  0.331
H 6.67050 1.77536 0.83550  0.389
H 5.32461 2.81526 0.35967  0.346
H 5.37268 2.54325 2.81885  0.352
H 5.29655 0.78671 2.63625  0.341
H 3.05133 1.69790 3.13569  0.364
H 3.15511 2.76216 1.73054  0.373
H 1.83813 0.72165 1.19768  -0.204
H 3.22285 -0.28882 1.64877  0.345
H 3.20880 1.77693 -0.58388  0.489
H 0.59074 -1.96746 -2.16357  0.424
H -1.78466 -2.20378 -1.54446  0.464
H -3.49638 -3.36813 -0.66196  0.414

Calculated total energy: -1895.8265 Ha
HOMO: -8.0 eV
SMILES: O=C(COc1ccc(S(=O)(=O)NC2CCCCC2)cc1)N1CCN(c2ccc(F)cc2)CC1



[3]
The following is a DFT calculation (ωB97M-V/def2-TZVPD) of 3 unconnected molecules or ions with the total composition C2H10NO2S.

Each line ends with the Mulliken charge.
Positions of all 16 atoms, in Å:
C -0.10330 -0.36844 1.15781  -0.350
C 0.46186 -0.92063 2.54428  -0.889
S 2.26690 -0.56763 2.87299  -0.674
N 0.05324 1.04956 1.06214  -0.593
H 0.47962 -0.87056 0.33638  0.199
H -1.15630 -0.62247 0.91728  0.251
H -0.12952 -0.31734 3.27564  0.255
H 0.20060 -1.94069 2.73219  0.327
H 0.18780 1.26149 2.04128  0.247
H 0.88459 1.24514 0.49459  0.209
H 0.77513 -0.17064 -5.28182  0.308
H 0.13799 -1.16231 -4.23685  0.325
O 0.03307 -0.32531 -4.70134  -0.633
H -1.38442 1.10983 -0.29257  0.436
H -1.10414 1.62717 -1.68698  0.275
O -1.60313 0.97284 -1.23502  -0.695

Calculated total energy: -685.6333 Ha
HOMO: -2.5 eV
Total charge: -1



[4]
The following is a DFT calculation (ωB97M-V/def2-TZVPD) of a molecular structure, CH5O2Pd.

Each line ends with the Mulliken charge.
Positions of all 9 atoms, in Å:
C 0.27565 -0.74999 -0.23075  -0.723
H 1.06683 -1.19265 0.39507  0.269
H -0.75513 -1.14797 -0.25076  0.304
H 0.59058 -1.20066 -1.18805  0.314
O -0.10904 0.58661 1.22891  -0.409
Pd -1.48741 0.51681 1.99060  -0.751
H 0.10726 1.17064 0.36282  0.358
O 0.52723 0.93115 -0.85989  -0.663
H -0.21597 1.08605 -1.44795  0.300

Calculated total energy: -319.1381 Ha
HOMO (alpha / beta): 0.0 / -2.5 eV
⟨S²⟩: 2.01
Multiplicity: 3
Total charge: -1



What ΔE to the lowest compared entry with this formula, charge and spin values result from the calculations? In sequence: 40.2 1.2 21.6 136.4 kcal/mol.
What max |F| values result from the calculations? In sequence: 3.3 0.8 3.2 18.2 eV Å⁻¹.
What molar mass values result from the calculations? In sequence: 1206.804 475.586 112.174 155.469 u.